Entry 1:
ORCA calculation (ωB97M-V/def2-TZVPD) on a molecular structure, C16H17N3O2 in a non-equilibrium geometry.

Properties
E	-934.1401	Eh
E_LUMO	-0.3	eV
Kohn-Sham gap	8.60	eV

```
38
Properties=species:S:1:pos:R:3:forces:R:3
O 6.019 1.230 -0.928 -1.99 -0.77 1.68
O -1.455 -0.703 2.297 -6.58 1.78 12.23
N -1.183 -1.130 0.341 4.08 -0.48 -7.09
N -4.853 2.461 -0.274 5.22 2.10 -4.33
N 0.646 -0.565 1.476 -4.93 5.97 13.06
C -2.760 -2.163 -1.216 2.90 0.38 -4.06
C -5.308 1.297 0.061 -0.13 -2.82 3.85
C 5.040 2.268 1.088 -0.57 8.49 -14.01
C 3.823 -0.768 -1.094 2.25 -1.40 -0.97
C -4.615 0.149 0.422 8.70 10.09 -8.55
C 3.890 0.227 -0.110 0.84 -0.67 -1.62
C 1.680 -1.735 -0.020 7.43 2.46 -5.67
C 5.132 1.203 -0.079 -0.54 1.71 -0.26
C -3.504 2.384 -0.827 -4.22 -1.51 3.27
C -3.181 0.105 -0.238 -9.33 -13.80 9.22
C 2.767 0.199 0.615 -1.38 5.95 6.66
C -2.561 -1.357 0.030 1.95 5.33 -4.64
C -2.797 1.167 -0.612 8.11 12.74 -9.50
C 1.638 -0.628 0.762 7.48 -3.27 -7.76
C 2.833 -1.701 -1.160 -3.05 12.14 14.07
C -0.689 -0.640 1.499 2.80 -3.68 -10.63
H -2.110 -3.107 -1.165 -1.15 1.16 -0.22
H 4.964 1.812 1.814 -2.21 -7.76 13.30
H 5.904 2.868 1.190 1.30 0.37 -0.46
H 0.805 -0.060 2.448 0.18 -1.06 -2.14
H -3.017 3.184 -1.360 -0.43 0.43 0.33
H 2.647 1.115 1.488 0.51 -2.22 -2.31
H 0.895 -2.267 -0.292 -3.25 -3.08 -0.31
H -1.729 1.274 -1.420 -2.51 -0.70 2.82
H -3.763 -2.362 -1.633 0.29 0.06 1.03
H -5.020 -0.574 0.764 -5.01 -9.29 4.48
H 4.178 3.135 0.920 1.81 -2.77 0.38
H -6.263 1.237 0.512 -1.61 0.70 -0.13
H -2.278 -1.467 -2.232 -1.10 -2.05 3.03
H -2.890 -1.817 0.827 -2.75 -1.88 4.16
H -0.499 -1.006 -0.518 -2.35 -0.32 2.01
H 4.766 -0.915 -1.667 -1.00 0.21 -0.16
H 2.845 -2.352 -1.708 0.24 -12.56 -10.77
```
Positions in Å, forces in eV/Å.


Entry 2:
ORCA calculation (ωB97M-V/def2-TZVPD) on a single C3H5N3 molecule in a non-equilibrium geometry.

Properties
E	-281.5577	Eh
E_LUMO	0.7	eV
Kohn-Sham gap	10.32	eV

```
11
Properties=species:S:1:pos:R:3:forces:R:3
N 1.631 0.862 -2.008 -0.52 -0.54 0.93
N -0.312 -0.095 0.737 0.10 -0.19 0.05
N 1.392 -1.598 0.387 -0.01 0.28 -0.18
C -1.397 0.726 0.237 -0.07 0.14 -0.10
C 0.767 -0.543 0.028 -0.02 -0.18 0.18
C 1.203 0.282 -1.103 0.42 0.47 -0.81
H -1.017 1.470 -0.468 -0.01 -0.12 0.09
H -1.847 1.262 1.078 0.07 -0.07 -0.16
H -2.179 0.138 -0.261 0.15 0.08 0.04
H -0.540 -0.751 1.472 -0.03 0.09 -0.03
H 2.227 -1.754 -0.169 -0.08 0.04 -0.01
```
Positions in Å, forces in eV/Å.


Entry 3:
ORCA calculation (ωB97M-V/def2-TZVPD) on a molecular structure, C2F6NO4S2V in a non-equilibrium geometry.

Properties
E	-2771.0696	Eh
E_LUMO (spin up / spin down)	-6.8 / -6.8	eV
spin multiplicity	4
total charge	+1
Kohn-Sham gap (spin up / spin down)	7.66 / 7.56	eV

```
16
Properties=species:S:1:pos:R:3:forces:R:3
V -2.296 0.499 0.118 -0.48 0.89 -2.13
S 0.436 1.947 -0.050 1.05 0.79 1.26
S 0.373 -0.350 1.570 0.65 -0.44 1.64
F 0.432 -2.923 1.382 -0.20 -0.03 0.20
F -0.122 -0.319 -1.802 0.23 2.20 0.01
F 2.376 -1.990 1.263 0.04 0.16 0.11
F -1.884 -0.306 -2.924 -0.96 -0.41 0.47
F -1.274 1.627 -2.524 1.73 0.65 0.62
F 1.036 -1.919 -0.426 0.08 -0.08 0.05
O -0.967 2.185 0.281 0.87 -0.06 -0.45
O 1.253 2.943 -0.660 -1.26 -1.36 0.33
O 0.754 -0.207 2.949 -0.68 0.05 -1.93
O -1.067 -0.448 1.240 1.33 -0.53 0.91
N 1.145 0.774 0.629 -0.68 0.72 -0.54
C 1.128 -1.933 0.878 0.23 -0.13 -0.15
C -1.323 0.420 -1.924 -1.95 -2.40 -0.41
```
Positions in Å, forces in eV/Å.


Entry 4:
ORCA calculation (ωB97M-V/def2-TZVPD) on a molecular structure, C8H10Br2S in a non-equilibrium geometry.

Properties
E	-5856.9251	Eh
E_LUMO (spin up / spin down)	-0.6 / -0.6	eV
Kohn-Sham gap (spin up / spin down)	7.12 / 7.12	eV

```
21
Properties=species:S:1:pos:R:3:forces:R:3
Br -1.470 3.622 0.095 0.58 -0.96 0.09
Br -2.952 -2.051 -0.464 -0.72 -0.38 -0.14
S -2.619 0.882 0.263 -0.23 0.06 0.46
C -0.481 -2.438 1.409 0.16 0.30 1.68
C 2.368 0.989 -1.151 -1.46 -0.91 -0.28
C -0.030 -0.371 0.056 1.77 -0.37 -1.01
C -2.187 -0.717 0.596 0.50 1.14 -0.48
C -1.126 1.706 0.208 -1.92 0.58 -0.14
C -0.855 -0.951 1.168 2.28 -0.23 1.30
C 0.883 1.560 -1.245 2.82 -0.01 0.43
C -0.042 0.974 -0.249 -0.30 -1.19 -0.25
H 0.470 -2.382 2.133 -2.05 -0.63 -1.78
H 2.450 0.488 -0.172 0.67 0.88 -0.11
H 0.644 1.492 -2.289 -0.99 -0.29 -0.40
H -1.385 -2.927 1.961 1.89 0.50 -0.99
H 0.901 2.602 -1.033 0.22 1.06 0.08
H 0.720 -1.000 -0.569 -1.69 0.71 1.20
H -0.591 -0.387 2.152 -1.15 -0.53 -1.50
H -0.261 -2.920 0.416 -0.17 0.15 1.29
H 2.418 0.114 -1.830 0.18 0.56 0.00
H 3.143 1.717 -1.454 -0.39 -0.43 0.55
```
Positions in Å, forces in eV/Å.


Entry 5:
ORCA calculation (ωB97M-V/def2-TZVPD) on 2 unconnected molecules or ions with the total composition C2H2ClF4NOS in a non-equilibrium geometry.

Properties
E	-1465.2066	Eh
E_LUMO	-1.1	eV
Kohn-Sham gap	10.18	eV

```
12
Properties=species:S:1:pos:R:3:forces:R:3
Cl 1.422 0.036 -1.690 -0.17 1.13 1.42
S 0.128 -2.002 1.368 -0.73 -2.77 -1.21
F -1.033 1.600 -1.491 -0.84 0.70 -1.06
F 1.231 0.605 0.904 0.45 0.27 -0.87
F -1.021 2.145 0.631 -0.05 -0.31 -0.10
F 1.493 2.371 -0.379 -0.22 -1.29 -0.23
O 0.567 -3.414 1.430 -0.33 2.08 0.15
N -0.905 -1.656 0.307 0.95 0.47 1.40
C -0.629 1.236 -0.288 1.51 -0.49 0.03
C 0.904 1.151 -0.303 0.42 0.52 0.14
H -1.273 -2.269 -0.399 0.04 -0.75 -0.09
H -0.884 0.198 -0.090 -1.04 0.45 0.42
```
Positions in Å, forces in eV/Å.


Entry 6:
ORCA calculation (ωB97M-V/def2-TZVPD) on a molecular structure, C4H7N3S in a non-equilibrium geometry.

Properties
E	-718.9152	Eh
E_LUMO	0.6	eV
Kohn-Sham gap	8.28	eV

```
15
Properties=species:S:1:pos:R:3:forces:R:3
S 0.936 1.430 -0.203 -0.60 -0.14 -0.07
N 3.146 -0.007 0.036 2.92 -2.34 1.29
N 2.127 -0.974 -0.283 0.26 0.30 0.97
N -2.648 -0.515 -0.058 0.14 3.51 -0.13
C -0.258 -1.026 -0.175 -1.87 1.23 0.18
C -1.248 -0.046 -0.159 -2.56 -3.35 0.83
C -0.901 1.474 -0.106 0.35 -3.09 1.59
C 0.996 -0.406 -0.264 1.12 1.47 0.12
H -1.270 1.873 0.856 0.48 -0.37 -0.09
H 4.128 -0.725 -0.358 -3.34 3.27 2.64
H -2.883 -1.500 0.196 0.40 1.74 -0.39
H -1.465 2.011 -0.805 -0.21 0.80 -1.69
H 3.034 0.250 1.309 1.08 -1.49 -4.78
H -0.274 -2.133 0.051 -0.55 1.54 -0.62
H -3.420 0.295 -0.036 2.39 -3.09 0.17
```
Positions in Å, forces in eV/Å.


Entry 7:
ORCA calculation (ωB97M-V/def2-TZVPD) on 2 unconnected molecules or ions with the total composition C5H8IN3 in a non-equilibrium geometry.

Properties
E	-657.0706	Eh
E_LUMO	-0.1	eV
Kohn-Sham gap	8.95	eV

```
17
Properties=species:S:1:pos:R:3:forces:R:3
I -4.338 0.432 -0.302 0.29 -0.56 0.44
N -2.790 -1.939 1.126 -3.81 0.74 2.22
N -1.880 -2.343 0.502 0.93 0.67 -0.78
N -1.054 -2.855 -0.023 2.04 -1.22 -1.41
C 1.161 0.227 -0.746 -0.36 0.23 1.61
C -3.278 -0.613 1.360 1.32 -0.80 -2.48
C 2.080 -0.328 -1.715 -1.20 -0.69 -3.08
C 0.468 0.264 0.348 -0.88 0.56 0.48
C 0.291 1.453 -0.543 -0.14 -0.05 -3.08
H 1.431 -0.511 -2.722 1.28 0.41 2.15
H 0.708 2.465 -0.571 0.46 -0.27 1.14
H -2.471 0.050 1.523 0.59 0.87 0.52
H -0.057 -0.065 1.253 0.89 -0.28 -0.54
H 2.492 -1.352 -1.489 0.11 1.49 -0.01
H -3.961 -0.725 2.126 -1.34 0.29 1.43
H -0.455 1.462 -1.373 -0.40 -0.09 1.00
H 2.726 0.530 -2.036 0.22 -1.29 0.38
```
Positions in Å, forces in eV/Å.


Entry 8:
ORCA calculation (ωB97M-V/def2-TZVPD) on 12 unconnected molecules or ions with the total composition C36H74BBr22NO4S3 in a non-equilibrium geometry.

Properties
E	-59619.3171	Eh
E_LUMO	0.1	eV
Kohn-Sham gap	8.14	eV

```
141
Properties=species:S:1:pos:R:3:forces:R:3
Br -8.491 -4.213 3.848 -0.29 0.06 0.22
Br 2.639 -11.107 -5.362 -0.11 0.11 0.01
Br 1.706 8.607 3.116 0.17 -0.05 -0.02
Br 6.441 5.104 -1.443 -0.03 0.12 0.01
Br 7.508 -1.896 0.391 0.09 -0.05 0.07
Br 2.737 -2.842 -4.166 -0.09 -0.05 -0.05
Br 4.208 -3.275 -7.526 0.05 -0.03 0.13
Br -7.814 5.032 1.458 0.05 -0.01 0.11
Br 0.034 -6.840 -4.301 -0.10 -0.10 -0.14
Br 4.281 4.951 1.550 0.05 0.23 0.13
Br 2.625 -7.873 -7.147 0.08 -0.09 -0.08
Br -3.357 -5.480 -4.845 0.08 -0.08 -0.08
Br 9.208 -4.804 4.725 -0.05 -0.12 0.10
Br -5.589 -4.826 -1.189 0.02 -0.19 0.10
Br -4.446 6.227 2.393 -0.07 0.15 0.30
Br -5.346 11.098 2.846 -0.08 0.04 -0.09
Br 5.965 -6.567 4.857 0.07 0.09 -0.13
Br 6.037 -1.464 3.751 -0.03 -0.10 -0.09
Br -4.543 -2.940 1.810 -0.13 0.07 0.04
Br -9.392 -0.964 2.339 -0.04 -0.09 0.11
Br 4.617 10.363 1.672 -0.09 0.06 0.04
Br -8.714 9.903 1.911 0.04 0.00 0.10
S 1.628 2.835 -3.939 -1.58 -0.38 2.57
S -0.427 -3.572 1.503 2.67 -0.94 -1.36
S -0.932 3.555 -2.433 1.79 -0.92 0.84
O -1.588 -4.342 0.519 2.26 1.49 -1.13
O -0.357 -5.631 -1.338 -0.52 3.40 1.44
O -0.918 -1.927 1.627 1.06 -1.12 -0.59
O 0.948 -3.691 0.779 -4.50 0.93 1.69
N 1.211 1.967 -1.230 0.55 0.71 -1.61
C -3.973 4.978 -0.703 -0.05 0.24 0.13
C -5.638 -5.342 0.691 -0.17 -0.12 -0.11
C 4.222 -4.479 -5.992 0.04 -0.11 -0.24
C 7.522 -3.101 1.925 0.04 -0.01 -0.21
C 1.788 -9.569 -7.627 -0.14 0.19 -0.11
C -9.093 -1.433 4.208 -0.01 0.26 -0.09
C 3.831 2.442 -1.254 1.03 0.07 -0.29
C -7.025 12.081 2.701 0.19 0.12 0.15
C 3.382 9.146 3.956 -0.24 -0.05 0.16
C -6.032 -4.176 1.568 0.22 -0.06 0.20
C 6.200 -3.070 2.656 -0.04 -0.07 0.24
C 2.900 -4.448 -5.261 -0.06 -0.06 0.25
C 4.683 0.710 0.729 0.13 0.30 0.86
C 1.377 0.482 -1.440 -2.26 -1.10 0.86
C 7.455 -6.784 3.617 -0.18 -0.27 0.07
C 2.376 2.611 -0.522 0.37 1.63 0.47
C -7.948 -2.408 4.351 0.05 -0.10 0.23
C -2.715 -7.317 -4.962 -0.25 0.04 0.03
C 0.776 2.705 -2.474 0.32 0.15 0.01
C 8.781 -6.666 4.331 0.26 0.08 -0.13
C 5.050 1.961 -0.264 0.83 -1.08 -0.28
C 1.226 -10.265 -6.409 -0.04 -0.28 0.05
C 5.012 6.303 -0.870 0.20 0.12 -0.16
C -1.398 -3.235 -2.014 -0.64 0.07 -0.65
C -6.125 7.209 2.248 0.14 0.12 0.20
C -1.512 3.805 -0.670 -0.89 0.02 1.06
C -1.706 -7.615 -3.878 0.15 -0.13 0.06
C 0.633 0.131 1.176 0.12 -0.66 -0.50
C 3.835 10.497 3.454 0.25 0.08 0.04
C -3.158 3.556 -0.559 -0.48 0.60 0.04
C 0.146 -1.090 2.204 0.95 1.62 0.65
C -7.286 6.387 2.757 -0.25 0.03 -0.05
C -8.186 11.258 3.210 -0.25 0.05 -0.05
C 0.277 -0.248 -0.413 1.74 -0.50 0.39
C -2.818 -2.431 -1.734 -0.28 0.39 0.05
C 5.030 6.498 0.628 -0.24 0.12 0.13
B -1.107 -4.417 -0.888 1.10 -0.93 -1.35
H 0.565 -11.084 -6.705 0.13 0.16 -0.03
H -3.569 2.818 -1.372 1.08 1.30 1.52
H 2.361 2.255 0.616 0.18 0.58 -2.65
H 4.635 10.895 4.086 -0.15 -0.12 -0.08
H -3.735 -3.037 -2.193 2.17 1.34 1.10
H -4.949 5.007 -0.037 2.05 -0.29 -1.51
H -5.985 8.102 2.864 -0.10 -0.17 -0.13
H -0.289 -0.592 3.175 0.72 -1.17 -1.86
H 5.933 1.581 -0.971 -1.85 0.90 1.43
H -7.130 12.380 1.655 -0.06 -0.15 0.27
H -6.387 -6.137 0.748 0.09 0.19 0.05
H 6.033 6.657 1.033 -0.22 -0.07 -0.21
H 6.130 -3.903 3.362 0.06 0.12 -0.09
H -1.294 4.947 -0.398 -0.34 -2.70 -0.38
H -8.173 7.013 2.891 0.23 -0.04 -0.05
H 3.164 9.186 5.027 0.08 0.06 -0.19
H 0.686 -9.593 -5.736 0.21 -0.04 -0.22
H -3.607 -7.938 -4.840 0.20 0.07 0.04
H 0.988 -9.303 -8.323 0.10 -0.07 0.16
H -1.997 -7.230 -2.897 0.07 0.00 -0.26
H 5.656 0.256 1.250 -2.12 1.12 -1.29
H -1.526 -8.691 -3.802 -0.07 0.17 -0.05
H -3.278 5.852 -0.289 -1.58 -1.80 -1.12
H -10.041 -1.816 4.597 0.31 0.01 -0.09
H -4.301 5.182 -1.819 0.89 -0.33 2.26
H -0.475 -2.496 -2.120 -1.91 -1.48 0.39
H -1.495 -3.770 -3.073 0.34 1.08 2.22
H -7.636 -2.487 5.397 -0.09 0.05 -0.18
H 5.334 -3.091 1.989 0.28 0.03 0.09
H 4.074 5.882 -1.242 0.19 0.08 0.19
H 0.498 -5.272 -1.718 -1.48 -0.69 0.26
H 2.543 -10.159 -8.155 -0.19 0.10 0.23
H 5.071 -4.190 -5.367 -0.30 -0.04 -0.09
H -9.073 11.884 3.344 0.20 -0.07 -0.04
H 4.390 7.337 0.915 0.09 -0.12 -0.12
H 1.091 -1.720 2.511 -1.94 1.09 -0.73
H -0.827 0.008 -0.708 2.14 -0.50 0.66
H 4.180 3.478 -1.732 -0.94 -2.29 1.04
H 4.407 -5.472 -6.413 -0.08 0.14 0.11
H 4.116 -0.181 0.221 1.07 1.75 0.79
H -3.011 -2.276 -0.578 0.42 -0.45 -2.42
H -2.319 -7.453 -5.973 -0.01 0.04 0.30
H -2.839 -1.353 -2.212 0.21 -2.21 0.81
H -3.430 3.098 0.487 0.78 0.87 -1.96
H -6.282 -4.519 2.576 0.16 0.01 -0.40
H 1.812 0.207 1.344 -2.56 -0.10 -0.58
H 0.497 -1.403 -0.504 -0.73 2.24 0.08
H -8.858 -0.487 4.705 0.03 -0.21 -0.06
H 2.162 3.784 -0.474 0.28 -2.56 -0.05
H -7.081 -2.152 3.737 -0.24 0.01 0.08
H -6.885 12.974 3.317 -0.09 -0.18 -0.08
H 4.105 8.348 3.767 -0.13 0.26 0.00
H 7.321 -6.043 2.824 0.13 -0.16 0.23
H 5.211 7.247 -1.385 -0.06 -0.13 0.16
H 2.034 -4.469 -5.928 0.28 0.01 0.09
H 4.012 1.123 1.613 1.25 -0.96 -1.74
H 0.161 1.170 1.436 0.80 -2.08 -0.28
H 2.830 -5.281 -4.556 0.08 0.09 -0.15
H -6.867 -3.595 1.169 0.20 -0.20 0.04
H -0.991 3.049 0.057 -0.67 1.57 -1.53
H -7.070 5.865 3.694 0.06 0.15 -0.27
H -4.655 -5.756 0.934 -0.22 0.21 -0.01
H 8.371 -2.812 2.550 -0.32 -0.08 -0.12
H 8.814 -7.209 5.280 -0.12 0.14 -0.27
H 3.027 11.232 3.393 0.15 -0.29 0.02
H 7.707 -4.094 1.505 -0.06 0.15 0.09
H 9.596 -7.015 3.690 -0.20 0.04 0.07
H -6.230 7.509 1.202 -0.05 -0.12 0.27
H 1.017 0.213 -2.521 1.16 0.37 1.93
H 7.331 -7.786 3.197 0.09 0.18 0.08
H -7.970 10.736 4.146 0.05 0.18 -0.26
H 2.418 0.042 -1.138 -1.78 1.15 -0.93
H 5.515 2.811 0.397 -1.15 -1.61 -1.43
H 3.803 1.681 -2.173 -0.24 1.61 2.15
```
Positions in Å, forces in eV/Å.